The following is a DFT calculation (ωB97M-V/def2-TZVPD) of a molecular structure, C21H35N8O3P2PtS.

XYZ file:
```
71
Properties=species:S:1:pos:R:3:forces:R:3
Pt -0.276 1.104 -0.159 -0.2 -0.2 -0.1
C 0.823 -3.106 1.581 0.0 0.0 0.0
N 1.644 -2.040 1.001 0.0 0.0 0.0
C 2.726 -1.551 1.866 0.0 0.0 0.0
P 1.626 -1.526 -0.531 0.0 -0.1 0.1
O 1.448 -0.020 -0.707 0.2 0.1 0.0
O 0.357 -2.273 -1.180 0.0 0.1 0.0
P -1.201 -1.856 -1.255 0.0 -0.1 -0.1
O -1.395 -0.645 -0.348 0.0 0.2 0.0
N -2.134 -3.046 -0.729 -0.1 -0.1 0.0
C -2.233 -4.318 -1.466 0.0 0.0 0.0
C -2.811 -3.043 0.572 0.0 0.0 0.0
N -1.420 -1.684 -2.850 0.0 0.1 0.1
C -2.795 -1.501 -3.350 0.0 0.0 0.0
C -0.368 -1.174 -3.733 0.0 0.0 0.0
N 2.959 -1.961 -1.307 0.1 0.0 0.0
C 3.539 -3.299 -1.105 0.0 0.0 0.0
C 3.480 -1.243 -2.478 0.0 0.0 0.0
H 1.473 -3.860 2.026 0.0 0.0 0.0
H 0.215 -3.586 0.821 0.0 0.0 0.0
H 0.174 -2.705 2.361 0.0 0.0 0.0
H 3.355 -2.382 2.189 0.0 0.0 0.0
H 2.311 -1.066 2.752 0.0 0.0 0.0
H 3.350 -0.836 1.331 0.0 0.0 0.0
H -1.793 -4.222 -2.455 0.0 0.0 0.0
H -3.283 -4.589 -1.574 0.0 0.0 0.0
H -1.721 -5.112 -0.922 0.0 0.0 0.0
H -2.679 -2.085 1.065 0.0 0.0 0.0
H -2.410 -3.837 1.205 0.0 0.0 0.0
H -3.876 -3.223 0.425 0.0 0.0 0.0
H -3.502 -2.016 -2.704 0.0 0.0 0.0
H -2.862 -1.934 -4.347 0.0 0.0 0.0
H -3.066 -0.445 -3.403 0.0 0.0 0.0
H 0.579 -1.664 -3.526 0.0 0.0 0.0
H -0.247 -0.089 -3.650 0.0 0.0 0.0
H -0.649 -1.401 -4.760 0.0 0.0 0.0
H 3.252 -3.698 -0.135 0.0 0.0 0.0
H 4.624 -3.217 -1.137 0.0 0.0 0.0
H 3.214 -3.988 -1.886 0.0 0.0 0.0
H 2.995 -0.276 -2.574 0.0 0.0 0.0
H 3.315 -1.827 -3.386 0.0 0.0 0.0
H 4.551 -1.089 -2.355 0.0 0.0 0.0
S -0.168 1.353 2.163 0.0 0.2 0.1
C 0.245 3.089 2.082 0.0 0.0 -0.2
N 0.335 3.864 3.158 0.0 0.0 0.0
N -0.265 3.563 4.249 0.0 0.0 0.1
C -1.411 2.773 4.441 -0.1 -0.1 0.1
C -2.402 2.693 3.439 0.0 0.0 0.0
C -3.530 1.924 3.679 0.0 0.0 0.0
C -3.676 1.268 4.895 0.0 0.0 0.0
C -2.705 1.391 5.894 0.0 0.0 0.0
C -1.574 2.155 5.679 0.0 0.0 0.0
N 0.677 3.684 0.960 0.0 0.0 0.1
N 0.599 3.029 -0.145 0.0 -0.2 0.1
C 1.056 3.681 -1.259 0.0 0.0 0.0
C 1.467 5.043 -1.215 0.0 0.0 0.0
C 1.904 5.643 -2.363 0.0 0.0 0.0
C 1.947 4.917 -3.564 0.0 0.0 0.0
C 1.553 3.569 -3.613 0.0 0.1 0.0
C 1.110 2.954 -2.476 0.0 0.0 0.0
H 0.094 4.074 5.055 0.0 0.0 0.0
H -2.356 3.335 2.568 0.0 0.0 0.0
H -4.320 1.884 2.943 0.0 0.0 0.0
H -4.570 0.691 5.089 0.0 0.0 0.0
H -2.842 0.894 6.845 0.0 0.0 0.0
H -0.816 2.254 6.447 0.0 0.0 0.0
H 1.416 5.588 -0.284 0.0 0.0 0.0
H 2.210 6.680 -2.351 0.0 0.0 0.0
H 2.293 5.403 -4.467 0.0 0.0 0.0
H 1.608 3.027 -4.547 0.0 0.0 0.0
H 0.831 1.907 -2.487 0.0 0.0 0.0
```
Forces are in eV/Å.

Calculated values
* orbital gap (alpha / beta): 6.43 / 4.71 eV
* <S²>: 6.144
* HOMO level (alpha / beta): -0.616 / -0.628 Ha
* E: -2684.253688 hartree
* total charge: +3
* spin multiplicity: 5

Atom charges from the Mulliken analysis, given in e for atoms 1 to 8: 1.75, -0.93, 0.68, -1.15, 0.45, -0.93, -0.40, 0.37